1.
12
Properties=species:S:1:pos:R:3:forces:R:3:nbo_charge:R:1 method="wB97M-V/def2-TZVPD" charge=+1 lumo_ev="-3.69 / -7.71" gap_ev="7.25 / 7.96" e_homo_ev="-10.940 / -15.668" spin_multiplicity=3 s_squared=2.013
C 0.8186 -1.3603 0.4867 -1.0140 1.4839 0.4202 0.392
C 0.2757 0.6293 -1.5155 -0.2526 0.4109 0.0044 -0.317
C 0.0752 -0.5608 1.2184 1.1673 -1.9940 4.9281 0.027
C -0.5900 0.2145 -0.6114 -1.0210 1.0749 -3.3508 -0.108
N -0.5447 0.6406 0.7593 -0.3798 1.3445 -0.5671 -0.591
O 1.4524 -2.1512 -0.0449 2.3774 -2.8134 -2.0458 -0.288
H 1.0515 1.3468 -1.2988 0.1527 0.1159 0.1167 0.219
H 0.2570 0.2413 -2.5185 -0.1495 -0.0988 -0.1399 0.258
H 0.0306 -0.8011 2.2771 -0.7963 0.6169 0.5360 0.223
H -1.3812 -0.4844 -0.8337 -0.0992 -0.0297 0.1315 0.254
H -1.4675 0.7919 1.1888 0.0785 0.0451 -0.0497 0.465
H 0.0224 1.4936 0.8925 -0.0635 -0.1561 0.0164 0.465



2.
12
Properties=species:S:1:pos:R:3:forces:R:3:nbo_charge:R:1 method="wB97M-V/def2-TZVPD" charge=+1 lumo_ev="-3.58 / -8.60" gap_ev="10.72 / 8.10" e_homo_ev="-14.299 / -16.694" spin_multiplicity=3 s_squared=2.028
C -0.9710 -1.2462 -0.1780 -1.5820 -2.6461 0.8144 -0.068
C 0.9064 0.2429 0.2910 -0.2223 0.6857 0.3242 -0.532
C -0.0851 1.3029 -0.2357 3.0289 1.8310 0.5616 -0.104
C 0.3523 -1.0786 0.2142 0.2956 -1.3226 0.3152 -0.020
N -1.7331 -0.2070 0.0204 -0.7605 -0.5885 -1.4769 0.243
O -1.3838 0.9841 0.2227 -0.7960 0.9247 1.4329 -0.167
H -1.5276 -2.2487 -0.4106 1.3346 2.0776 0.2171 0.308
H 1.7483 0.1887 -0.3472 0.9899 0.2788 -1.3988 0.282
H 1.4775 0.4361 1.1892 -0.6002 0.2996 0.9779 0.293
H 0.1793 2.3601 0.2046 -0.8845 -2.0549 -1.3086 0.275
H 0.0108 1.1814 -1.3137 -0.5862 0.7352 -0.1751 0.230
H 1.0260 -1.9156 0.3432 -0.2173 -0.2204 -0.2840 0.259



3.
13
Properties=species:S:1:pos:R:3:forces:R:3:nbo_charge:R:1 method="wB97M-V/def2-TZVPD" charge=+1 lumo_ev=-5.22 gap_ev=11.32 e_homo_ev=-16.537
C 1.1325 -0.3994 1.5266 -0.8783 2.3287 1.4815 -0.723
C 0.7220 0.2922 0.3000 1.0086 -0.8577 0.5590 0.734
O 1.3456 1.0540 -0.3259 -0.4197 0.8434 -0.6985 -0.405
N -0.5701 -0.2198 -0.2649 -0.1241 2.5587 -1.4447 -0.506
C -1.0587 0.4657 -1.4732 -0.3053 2.8017 -2.2646 -0.482
C -1.1027 -1.3095 -0.0227 0.5872 0.1854 -0.4717 1.015
O -1.5323 -2.3328 0.0270 -1.2972 -2.3678 0.7330 -0.253
H 0.7409 -1.3689 1.5496 -0.4945 -1.6412 0.2835 0.225
H 2.2020 -0.4068 1.4694 0.5645 -0.0055 0.6266 0.288
H 0.6919 0.1998 2.4225 1.0723 -1.0574 -1.3259 0.291
H -0.3467 0.5877 -2.3351 -0.2616 -1.2131 1.1180 0.278
H -1.3020 1.5275 -1.3403 0.6991 0.0420 1.3063 0.270
H -2.0553 0.2595 -1.8319 -0.1510 -1.6173 0.0974 0.267



4.
14
Properties=species:S:1:pos:R:3:forces:R:3:nbo_charge:R:1 method="wB97M-V/def2-TZVPD" charge=-1 lumo_ev=3.77 gap_ev=7.94 e_homo_ev=-4.168
C -0.4635 0.9017 -0.9284 -1.5385 1.4720 2.0460 -0.627
C -0.0795 0.2334 0.4225 -0.0683 1.0276 0.5378 -0.168
N 0.4447 -1.1701 0.3511 -0.8285 -0.1091 -1.2320 -0.636
C -0.4297 -2.0489 -0.2906 1.2344 1.2817 0.3281 0.520
O -1.5900 -1.7646 -0.5313 0.1382 -0.5174 0.1402 -0.637
C 0.9861 1.2087 1.1703 -1.8876 -0.8282 0.2513 0.765
O 2.1746 1.1172 0.9358 2.4018 -1.2697 -1.4518 -0.782
O 0.4770 1.9848 1.9684 -1.4981 1.1235 0.9365 -0.774
H -0.8266 1.9432 -0.7549 0.6535 -0.3734 0.7199 0.212
H -1.3381 0.5849 -1.4167 -1.1884 -1.5560 -0.4008 0.204
H 0.2117 1.0500 -1.6829 2.5568 -0.1704 -1.5565 0.195
H -1.0566 0.2722 1.0141 1.6159 -0.4103 -0.5141 0.212
H 1.4875 -1.3126 0.3949 -1.7529 0.3566 -0.1990 0.421
H 0.0026 -2.9997 -0.6524 0.1618 -0.0269 0.3944 0.093



5.
14
Properties=species:S:1:pos:R:3:forces:R:3:nbo_charge:R:1 method="wB97M-V/def2-TZVPD" charge=-1 lumo_ev=2.93 gap_ev=7.59 e_homo_ev=-4.665
O 3.3242 0.3838 0.8118 -0.5011 -0.9885 -0.5357 -0.664
C 2.4199 -0.0792 0.0840 2.6890 3.6861 0.3538 0.299
C 1.0567 0.3902 -0.1387 -0.2724 -0.4155 2.2925 0.118
C 0.8122 -0.1205 1.1292 -0.7025 0.1870 0.8519 -0.313
C -2.8167 0.0172 -0.1539 -0.9191 -0.3268 -1.8547 0.615
O -2.3715 -0.6594 -1.1501 0.4109 0.8778 1.4563 -0.825
O -3.9178 -0.1529 0.3918 0.4901 0.2500 0.5760 -0.748
N 0.3145 0.1769 -1.2664 -0.2249 0.3322 -0.8588 -0.865
H 2.6418 -0.7858 -0.6974 0.0941 -1.0223 -0.4815 0.138
H -2.2507 0.9792 0.1488 0.0171 -0.8945 -0.0718 -0.007
H 0.3012 -1.0529 1.2829 -1.4245 0.0804 0.0191 0.195
H 1.1671 0.3524 2.0853 0.6034 -0.7633 -1.5282 0.234
H -0.2491 1.0322 -1.4361 0.7487 -0.5704 -0.2011 0.401
H -0.4319 -0.4814 -1.0911 -1.0089 -0.4321 -0.0179 0.422



6.
12
Properties=species:S:1:pos:R:3:forces:R:3:nbo_charge:R:1 method="wB97M-V/def2-TZVPD" charge=+1 lumo_ev="-5.46 / -7.45" gap_ev="6.51 / 8.47" e_homo_ev="-11.972 / -15.926" spin_multiplicity=3 s_squared=2.015
C -1.4542 -1.2856 0.0980 -4.6958 0.0527 0.9441 0.106
C -1.4460 1.3240 -0.2357 1.3421 3.9109 -0.5194 -0.409
C 1.7536 0.2857 0.3154 -1.1552 -0.5695 2.9581 -0.722
C 0.6671 -0.3370 -0.4904 1.3504 -1.7508 -0.3617 0.307
N -0.2642 -1.1566 -0.1347 1.2222 1.3458 0.3148 -0.335
S -2.5987 0.3504 0.1174 -0.7585 -5.7669 0.7438 0.464
H -2.0726 -2.2214 0.3263 1.3944 1.2959 -0.3051 0.283
H -1.7364 2.3724 -0.3062 1.2506 0.1913 -0.4123 0.229
H 1.9219 1.3328 0.1803 0.0055 0.6147 -0.7786 0.289
H 2.6664 -0.2578 0.2199 0.8241 -0.4009 -1.0650 0.289
H 1.6422 0.1717 1.4290 -0.7272 0.1398 -0.9476 0.262
H 0.9209 -0.5786 -1.5193 -0.0526 0.9372 -0.5712 0.237



7.
15
Properties=species:S:1:pos:R:3:forces:R:3:nbo_charge:R:1 method="wB97M-V/def2-TZVPD" charge=+1 lumo_ev=-5.68 gap_ev=8.15 e_homo_ev=-13.831
O -1.8094 0.2834 -0.2044 -0.3857 0.2244 -0.7150 -0.632
C -2.2537 -0.6668 -0.8340 1.0196 -0.1273 0.9621 0.484
H -1.5567 -1.1961 -1.5153 -0.3187 0.1258 -0.1196 0.133
H -3.4590 -2.1584 0.0445 0.0261 0.2933 -0.0787 0.270
C -3.5826 -1.2745 -0.6018 -0.4081 -0.0724 -0.5496 -0.735
H -4.2862 -0.5607 -0.1613 0.1969 -0.2436 0.0069 0.249
H -3.9593 -1.6569 -1.5637 -0.0301 0.1212 0.3370 0.247
O 0.8620 0.0511 0.0589 1.2863 -0.8554 1.0096 -0.530
Na -0.1624 1.9224 -0.6071 -0.2556 -0.3454 0.1447 0.982
H 2.3545 0.4709 2.0874 0.1212 0.0465 -0.1668 0.202
O 2.3242 -0.1817 0.1915 0.1241 1.1157 -1.2654 -0.155
O 3.9725 2.3954 1.2089 -0.1329 -1.5245 0.7945 -0.388
C 2.9240 0.3131 1.1596 -2.1522 0.6647 1.5319 0.368
C 4.0625 1.2479 0.8474 0.2836 0.8722 -2.5679 0.338
H 4.5696 1.0110 -0.1107 0.6256 -0.2954 0.6762 0.166



8.
11
Properties=species:S:1:pos:R:3:forces:R:3:nbo_charge:R:1 method="wB97M-V/def2-TZVPD" charge=0 lumo_ev=1.06 gap_ev=10.82 e_homo_ev=-9.762
C -2.2800 0.9124 0.9437 0.4214 0.1110 -0.1610 -0.233
C -1.1337 1.0812 0.6193 -0.5114 -0.1988 0.1383 -0.018
C 0.2761 0.8716 0.2568 -0.0392 0.1490 -0.0239 -0.133
O 0.4651 -0.5221 0.3622 0.0998 -0.0892 0.2376 -0.536
C 1.0236 -1.2544 -0.6963 0.1812 -0.1662 -0.2460 -0.242
H -3.2839 0.6854 1.2177 0.0332 0.2418 0.0000 0.236
H 0.9474 1.3889 0.9573 -0.1594 -0.0489 -0.1073 0.201
H 0.4868 1.2713 -0.7475 -0.0576 -0.2518 0.1274 0.196
H 0.9059 -0.7755 -1.6787 -0.0344 0.0630 0.2175 0.168
H 0.5037 -2.2182 -0.7236 0.1321 0.1371 -0.0439 0.190
H 2.0891 -1.4407 -0.5110 -0.0658 0.0530 -0.1388 0.170



9.
11
Properties=species:S:1:pos:R:3:forces:R:3:nbo_charge:R:1 method="wB97M-V/def2-TZVPD" charge=0 lumo_ev=1.12 gap_ev=10.20 e_homo_ev=-9.087
C -0.7227 -0.0971 0.8093 -1.0047 0.1304 0.3094 -0.211
C -1.0103 0.0026 -0.4807 -0.1858 0.0427 0.1769 -0.229
C 0.2760 0.1538 -1.2502 -0.2380 -0.9146 -0.1233 -0.093
O 1.2945 -0.0716 -0.2738 0.4910 0.2152 -0.6949 -0.520
C 0.7510 -0.0796 1.0101 -0.3381 -0.7004 1.2893 -0.095
H -1.4512 -0.1626 1.6350 0.5124 -0.0632 -0.5539 0.218
H -2.0130 -0.0405 -0.9105 0.4361 0.1686 0.0326 0.220
H 0.4015 1.1394 -1.6822 -0.0563 0.3500 -0.2093 0.177
H 0.3583 -0.6003 -2.0624 0.1340 0.3793 0.4123 0.182
H 1.0520 -1.0010 1.5494 0.1082 0.2954 -0.2467 0.177
H 1.0638 0.7569 1.6560 0.1411 0.0965 -0.3924 0.173



10.
11
Properties=species:S:1:pos:R:3:forces:R:3:nbo_charge:R:1 method="wB97M-V/def2-TZVPD" charge=0 lumo_ev=-0.35 gap_ev=8.87 e_homo_ev=-9.217
C 1.2152 -0.5048 -0.4451 0.0786 0.0825 -0.0866 -0.574
C 0.4069 0.3987 0.4296 0.0530 0.0864 0.0768 -0.391
C -0.9975 0.7355 -0.0136 0.1463 0.0019 0.1138 -0.059
O -1.5382 -0.5463 -0.3861 0.0397 -0.3813 0.4065 -0.697
C 0.3402 -1.1119 0.5719 0.8177 0.0146 0.1759 0.135
H 2.2686 -0.5373 -0.1727 -0.0594 0.0014 0.0060 0.263
H 1.0239 -0.7094 -1.4960 -0.0308 0.0184 0.1502 0.256
H 0.9319 0.9961 1.1705 -0.0941 -0.0694 -0.1351 0.240
H -1.0305 1.4188 -0.8768 -0.0502 -0.3730 0.1713 0.186
H -1.5804 1.1910 0.8009 0.1038 -0.1619 -0.1375 0.178
H -1.1758 -1.2285 0.3094 -1.0047 0.7804 -0.7412 0.464



Result set for energy relative to the best compared isomer or geometry (same formula, charge and spin): 41.7 32.1 28.9 28.4 105.9 55.0 1.9 50.5 10.0 103.0 kcal/mol, one per record in the order listed.